Entry 1:
The molecule C5H7N3O in a non-equilibrium geometry, computed with the ωB97M-V functional and the def2-TZVPD basis.

Each line ends with the natural charge from an NBO analysis.
CARTESIAN COORDINATES (ANGSTROEM)
C: 0.36 0.67 0.16  0.241
C: -0.91 -0.16 0.18  0.196
C: 1.38 0.00 -0.36  -0.073
N: -1.95 0.39 -0.62  -0.830
N: -1.38 -0.52 1.49  -0.836
C: 2.52 -0.15 -1.00  -0.387
O: 0.31 1.88 0.78  -0.670
C: -0.25 -1.44 -0.52  0.225
N: -0.23 -2.53 -0.91  -0.331
H: 1.15 2.34 0.63  0.496
H: -2.88 0.14 -0.33  0.388
H: -1.88 1.38 -0.80  0.383
H: -1.31 -1.50 1.72  0.389
H: -0.91 0.00 2.22  0.381
H: 2.75 0.41 -1.90  0.213
H: 3.23 -0.91 -0.72  0.217

Its spin multiplicity is 1. For the HOMO energy, the calculation gives -9.14 eV. Its energy relative to the best compared isomer or geometry (same formula, charge and spin) is 3.5972 eV. As for the HOMO-LUMO gap: 0.3478 Ha. The structure (SMILES) is C=C=C(O)C(N)(N)C#N. For the total energy, the calculation gives -11812.7923 eV. The value obtained for the LUMO energy is 0.326 eV.

***

Entry 2:
A cluster of 2 separate species, CH6NPS in total in a non-equilibrium geometry, computed with the ωB97M-V functional and the def2-TZVPD basis.

Each line ends with the natural charge from an NBO analysis.
CARTESIAN COORDINATES (ANGSTROEM)
C: -1.63 -0.90 0.29  -0.874
N: 2.56 0.67 0.06  -0.965
P: -2.33 0.62 0.11  0.521
S: 0.67 0.31 0.02  0.055
H: -1.54 -1.48 -0.70  0.239
H: -1.67 -1.49 1.15  0.225
H: 2.75 1.55 0.56  0.366
H: 2.88 0.70 -0.88  0.358
H: -2.36 0.87 -1.31  -0.050
H: 0.66 -0.84 0.71  0.125

Its spin multiplicity is 1. For the HOMO energy, the calculation gives -9.07 eV. Its energy relative to the best compared isomer or geometry (same formula, charge and spin) is 3.4268 eV. As for the HOMO-LUMO gap: 0.3220 Ha. The structure (SMILES) is C=P.NS. For the total energy, the calculation gives -22745.3523 eV. The value obtained for the LUMO energy is -0.303 eV.

***

The lowest LUMO belongs to which entry? CH6NPS